[1]
Molecular formula: C6H5FN
Method: DFT, ωB97M-V with the def2-TZVPD basis set

Last column: Löwdin spin population.
Positions of all 13 atoms, in Å:
C: 0.2691 -1.0834 -0.0124  0.1483
C: 1.6643 0.9687 0.1724  0.0445
C: 2.3318 -0.3339 -0.0167  0.5274
C: -0.8753 -0.6934 -0.0267  0.3697
C: 0.3904 1.0305 0.0522  0.2552
C: -2.3240 -0.5764 -0.1010  0.0603
N: 1.5159 -1.3787 -0.0437  0.4605
F: -0.5995 1.8387 0.2990  0.0753
H: 2.2234 1.9023 0.2628  -0.0045
H: 3.3664 -0.4328 -0.2368  0.0227
H: -2.7274 -0.7962 0.9087  0.0244
H: -2.8120 -1.1258 -0.9734  0.0151
H: -2.4233 0.6804 -0.2845  0.0009

Summary:
LUMO level (spin up / spin down): -5.51 / -8.69 eV
Charge: +1
HOMO-LUMO gap (spin up / spin down): 0.241 / 0.266 Ha
⟨S²⟩: 2.035
2S+1: 3

[2]
Molecular formula: C43H101N7O7
Method: DFT, ωB97M-V with the def2-TZVPD basis set

Last column: Löwdin charge in e.
Positions of all 158 atoms, in Å:
C: -39.7242 24.3831 -14.8978  -0.0223
C: -38.1863 24.5066 -14.6775  -0.5118
C: -37.4854 23.3187 -15.2968  -0.0328
C: -37.8355 25.7461 -15.5317  -0.1368
C: -38.2628 27.0624 -14.8920  -0.1861
C: -37.5854 27.1517 -13.5427  -0.1380
C: -37.8502 25.9857 -12.5684  -0.5107
C: -36.7891 26.1145 -11.4654  -0.0323
C: -39.2133 26.1993 -11.9316  -0.0351
N: -37.7433 24.7276 -13.3168  -0.1044
O: -37.6941 23.5923 -12.4860  0.0017
H: -40.2364 25.0847 -14.2387  0.0601
H: -40.0125 24.5900 -15.9254  0.0807
H: -40.1503 23.3928 -14.6964  0.0808
H: -37.7076 22.3292 -14.9080  0.0816
H: -37.7839 23.3364 -16.3498  0.0901
H: -36.4169 23.5477 -15.2806  0.0916
H: -36.7483 25.7633 -15.6749  0.1287
H: -38.2641 25.7429 -16.5335  0.1094
H: -37.9589 27.9316 -15.4862  0.0770
H: -39.3465 27.2185 -14.8599  0.0953
H: -37.6046 28.1127 -13.0172  0.1092
H: -36.5027 27.1597 -13.7404  0.1177
H: -36.8412 27.1051 -11.0185  0.0823
H: -35.7973 26.0101 -11.9107  0.0876
H: -36.9375 25.3233 -10.7316  0.0816
H: -39.9595 26.4589 -12.6878  0.0677
H: -39.2215 26.9150 -11.1107  0.0836
H: -39.6329 25.2827 -11.4950  0.0824
H: -38.6250 23.3224 -12.3779  0.1031
C: -37.4724 33.0841 -14.0001  -0.0235
C: -38.5425 32.5910 -12.9901  -0.5055
C: -38.4526 31.0603 -12.9552  -0.0252
C: -38.1171 33.1437 -11.6288  -0.1607
C: -39.1264 32.9135 -10.5258  -0.1612
C: -40.3526 33.6984 -11.0310  -0.1470
C: -40.9313 33.2327 -12.3973  -0.5115
C: -41.8319 32.0338 -12.0518  -0.0294
C: -41.8380 34.3925 -12.8472  -0.0422
N: -39.8642 33.0792 -13.3639  -0.0854
O: -40.3659 32.4965 -14.5616  -0.0180
H: -37.6640 32.5992 -14.9636  0.0534
H: -37.4428 34.1573 -14.1795  0.0879
H: -36.4964 32.7073 -13.6924  0.0794
H: -37.4645 30.6960 -12.6762  0.0861
H: -39.1765 30.6047 -12.2759  0.0758
H: -38.7365 30.6737 -13.9384  0.0677
H: -37.1375 32.7207 -11.3887  0.1225
H: -37.9545 34.2231 -11.7208  0.1217
H: -39.3585 31.8449 -10.5016  0.0963
H: -38.8051 33.2191 -9.5331  0.1131
H: -40.0246 34.7415 -11.1054  0.1125
H: -41.1360 33.7689 -10.2720  0.1196
H: -42.2128 31.5000 -12.9240  0.0812
H: -42.6786 32.3548 -11.4457  0.0820
H: -41.3163 31.3069 -11.4172  0.0712
H: -42.6675 34.6001 -12.1700  0.0826
H: -42.2843 34.1088 -13.8035  0.0794
H: -41.2730 35.3200 -12.9434  0.0827
H: -40.1101 33.1797 -15.1928  0.1086
C: -38.7271 25.3427 -22.2100  -0.0259
C: -39.1506 26.8290 -22.3626  -0.4855
C: -38.2011 27.7650 -21.6282  -0.0303
C: -39.1493 27.1742 -23.8564  -0.1417
C: -40.2837 26.4539 -24.5795  -0.1928
C: -41.6402 26.8479 -24.0067  -0.1286
C: -41.7086 26.5955 -22.4907  -0.5094
C: -42.8848 27.3893 -21.9762  -0.0568
C: -42.0798 25.0881 -22.3118  -0.0272
N: -40.4974 26.9678 -21.7669  -0.1124
O: -40.5733 26.7152 -20.3845  -0.0154
H: -38.9734 25.0570 -21.1881  0.0848
H: -39.1198 24.6149 -22.9192  0.0634
H: -37.6578 25.1976 -22.4130  0.0832
H: -37.1699 27.7504 -21.9874  0.0785
H: -38.4657 28.8126 -21.8165  0.0811
H: -38.2526 27.6553 -20.5476  0.0566
H: -39.2631 28.2407 -24.0690  0.1166
H: -38.2238 26.8470 -24.3347  0.1244
H: -40.2312 26.8525 -25.6029  0.1100
H: -40.0689 25.4003 -24.7553  0.1059
H: -42.4067 26.2450 -24.4910  0.1192
H: -41.8222 27.9037 -24.2142  0.1199
H: -42.7286 28.4760 -22.0693  0.0861
H: -43.1216 27.3368 -20.9096  0.0753
H: -43.7996 27.2267 -22.5494  0.0877
H: -43.0468 24.8049 -22.7238  0.0806
H: -42.1160 24.7429 -21.2715  0.0798
H: -41.2451 24.4778 -22.6626  0.0623
H: -40.7838 27.6033 -20.0734  0.0885
C: -32.5418 29.7938 -23.2615  -0.1224
O: -33.7905 30.4235 -23.3721  -0.1782
C: -34.5906 30.2128 -22.2242  -0.2062
C: -35.9139 30.9535 -22.3514  -0.4126
C: -36.7032 30.6800 -23.6512  -0.0618
N: -35.7014 32.4324 -22.3407  0.0319
H: -32.4292 28.7287 -23.5085  0.0873
H: -32.1327 29.8703 -22.2462  0.0848
H: -31.8790 30.3117 -23.9606  0.0889
H: -34.9214 29.1645 -22.2082  0.1247
H: -34.0769 30.5075 -21.3068  0.1266
H: -36.5059 30.6697 -21.4772  0.1088
H: -36.8626 29.5980 -23.7417  0.0595
H: -36.0315 30.9053 -24.4819  0.0774
H: -37.6303 31.2360 -23.7502  0.0763
H: -36.5375 32.8727 -22.6970  0.0560
H: -34.9506 32.6211 -22.9965  0.0646
C: -43.3013 26.5683 -17.2505  -0.1133
O: -44.0596 25.5948 -17.9141  -0.1886
C: -45.0370 24.9898 -17.1122  -0.2336
C: -45.6929 23.7995 -17.8125  -0.4422
C: -46.5012 24.2687 -19.0171  -0.0675
N: -46.4829 22.9769 -16.9159  0.0348
H: -42.5839 26.9833 -17.9508  0.0730
H: -42.8013 26.1819 -16.3523  0.0851
H: -43.9812 27.3292 -16.8385  0.0894
H: -44.5924 24.5897 -16.1859  0.1200
H: -45.6981 25.7798 -16.7194  0.1271
H: -44.8489 23.2198 -18.2003  0.1415
H: -47.1262 25.1030 -18.6767  0.0806
H: -47.1188 23.4753 -19.4355  0.0730
H: -45.8863 24.7175 -19.8001  0.0736
H: -47.4685 23.1935 -17.0338  0.0684
H: -46.4299 22.0097 -17.2143  0.0712
C: -32.4292 32.6532 -14.0037  -0.1159
O: -33.0129 31.3858 -14.1768  -0.2082
C: -33.5928 31.1411 -15.4576  -0.2025
C: -34.0164 29.6601 -15.4720  -0.4183
C: -32.7566 28.7786 -15.4397  -0.0568
N: -34.7156 29.3488 -16.7324  0.0534
H: -31.4418 32.5421 -13.5484  0.0850
H: -33.0667 33.2723 -13.3672  0.0830
H: -32.2395 33.1738 -14.9490  0.0842
H: -34.4492 31.8193 -15.5599  0.1188
H: -32.8399 31.3455 -16.2276  0.1267
H: -34.6694 29.4814 -14.6177  0.1321
H: -32.2333 28.7123 -16.3922  0.0767
H: -33.0499 27.7859 -15.0963  0.0749
H: -32.0658 29.1614 -14.6862  0.0734
H: -35.4480 30.0409 -16.8735  0.0351
H: -33.9963 29.4996 -17.4332  0.0643
C: -37.1347 31.7840 -18.7389  -0.0886
O: -37.2740 30.5375 -18.0856  -0.2258
C: -38.1771 30.3096 -17.0192  -0.2040
C: -39.4250 29.5792 -17.4941  -0.4184
C: -40.5250 29.5089 -16.4509  -0.0429
N: -39.0542 28.2442 -17.9177  0.0914
H: -36.8278 32.6118 -18.0960  0.0873
H: -38.0114 31.9589 -19.3646  0.0885
H: -36.2919 31.6535 -19.4191  0.0685
H: -37.5994 29.7193 -16.2991  0.1047
H: -38.4189 31.2674 -16.5339  0.1071
H: -39.8378 30.2751 -18.2348  0.1442
H: -40.9036 30.3805 -15.9233  0.0677
H: -40.2902 28.7422 -15.7031  0.0577
H: -41.3474 29.0557 -17.0156  0.0679
H: -38.4221 28.3128 -18.7046  0.0567
H: -38.5802 27.7137 -17.1984  0.0398

Summary:
LUMO level: 0.51 eV
SMILES: CC1(C)CCCC(C)(C)N1O.CC1(C)CCCC(C)(C)N1O.CC1(C)CCCC(C)(C)N1O.COC[C@H](C)N.COC[C@H](C)N.COC[C@H](C)N.COC[C@H](C)N
Charge: 0
HOMO-LUMO gap: 0.310 Ha

[3]
Molecular formula: C3H14O4
Method: DFT, ωB97M-V with the def2-TZVPD basis set

Last column: natural (NBO) charge in e.
Positions of all 21 atoms, in Å:
C: 0.8136 1.0305 2.3153  -0.6532
C: 0.0113 -0.0216 1.6179  0.1016
C: -1.0803 -0.7609 2.3447  -0.6304
O: -0.4214 0.4834 0.3547  -0.7852
H: 1.5598 1.5663 1.7448  0.2447
H: 0.0928 1.8395 2.5722  0.2065
H: 0.8959 0.8200 3.3861  0.2282
H: 0.7164 -0.8085 1.3091  0.1507
H: -1.9145 -0.1425 2.6869  0.2119
H: -1.3748 -1.6258 1.7581  0.2119
H: -0.7084 -1.1387 3.3049  0.2149
H: -1.0174 -0.0974 -0.1586  0.5202
O: 0.8013 -0.7241 -2.8570  -0.9957
H: 1.0826 0.1658 -2.5575  0.5157
H: 1.5529 -1.1287 -3.2933  0.4764
O: 1.1187 1.6244 -1.3865  -1.0056
H: 0.7938 2.4696 -1.6982  0.4738
H: 0.4255 1.1674 -0.8361  0.5071
O: -1.3170 -1.4643 -1.3426  -0.9884
H: -1.5583 -2.3102 -0.9632  0.4753
H: -0.5432 -1.5389 -1.9327  0.5196

Summary:
LUMO level: 0.76 eV
SMILES: CC(C)O.O.O.O
Charge: 0
HOMO-LUMO gap: 0.396 Ha

[4]
Molecular formula: C17H14N2O2
Method: DFT, ωB97M-V with the def2-TZVPD basis set

Last column: natural (NBO) charge in e.
Positions of all 35 atoms, in Å:
O: -1.8350 -2.4833 2.4636  -0.5686
C: -1.5836 -1.2847 2.2941  0.7860
O: -1.5445 -0.3657 3.2088  -0.3235
N: -1.5882 0.8886 2.5837  -0.1307
C: -1.7924 0.7889 1.2946  0.2313
C: -2.0357 1.8868 0.3182  -0.0414
C: -2.4290 1.6723 -1.0147  -0.2005
C: -2.7491 2.8549 -1.8185  -0.1979
C: -2.5960 4.1470 -1.2771  -0.2066
C: -2.0807 4.3123 -0.0090  -0.1893
C: -1.8590 3.1384 0.8141  -0.1786
C: -1.7349 -0.6513 0.8554  -0.4175
C: -0.3777 -0.8287 0.1937  -0.2563
C: 0.8128 -0.2795 0.5035  0.0154
N: 1.9828 -0.6217 -0.1877  -0.6043
C: 3.2275 -0.7243 0.4044  0.1656
C: 3.4241 -0.9528 1.8101  -0.2573
C: 4.6682 -1.0387 2.3622  -0.1987
C: 5.8604 -0.8170 1.6408  -0.2463
C: 5.7233 -0.5779 0.2610  -0.1845
C: 4.4049 -0.5980 -0.3398  -0.2539
H: -2.5127 0.6296 -1.3368  0.2218
H: -3.2332 2.8235 -2.7454  0.2160
H: -2.8796 5.0406 -1.7963  0.2174
H: -1.9961 5.3048 0.3999  0.2162
H: -1.5626 3.3233 1.7746  0.2227
H: -2.6515 -1.0347 0.4188  0.2689
H: -0.3570 -1.5112 -0.5998  0.2002
H: 0.8464 0.4856 1.2549  0.2067
H: 1.7469 -1.0282 -1.1075  0.4032
H: 2.5287 -0.8924 2.4311  0.2194
H: 4.8994 -1.4377 3.3707  0.2220
H: 6.8632 -0.9375 1.9990  0.2181
H: 6.5010 -0.3561 -0.4806  0.2149
H: 4.4303 -0.3540 -1.4229  0.2099

Summary:
LUMO level: 0.01 eV
SMILES: O=C1ON=C(c2ccccc2)[C@H]1/C=C/Nc1ccccc1
Charge: 0
HOMO-LUMO gap: 0.293 Ha